Record 1
{
  "formula": "C23H29F5NO2P2Ru",
  "method": "ωB97M-V with the def2-TZVPD basis set",
  "spin_multiplicity": 6,
  "mol_weight_g_mol": 609.50,
  "gap_ha": [0.1496, 0.2595],
  "lumo_energy_ev": [0.124, -1.305],
  "e_homo_ha": [-0.145, -0.307],
  "species": ["C", "C", "N", "C", "C", "C", "C", "P", "Ru", "P", "C", "C", "C", "C", "C", "C", "C", "O", "O", "H", "H", "H", "C", "C", "H", "H", "H", "H", "C", "C", "H", "H", "H", "H", "H", "H", "H", "H", "H", "H", "H", "H", "H", "H", "H", "H", "H", "H", "H", "H", "H", "H", "F", "C", "C", "C", "F", "C", "F", "C", "F", "C", "F"],
  "coordinates": [[-0.95, 2.49, -3.12], [-0.99, 1.51, -2.15], [0.12, 1.27, -1.43], [1.30, 1.86, -1.73], [1.35, 2.86, -2.69], [0.21, 3.21, -3.36], [-2.36, 0.83, -1.82], [-2.07, -0.30, -0.36], [-0.13, 0.11, 0.51], [2.31, -0.14, -0.16], [2.52, 1.47, -0.93], [-0.23, -1.92, 1.42], [-0.98, -1.87, 2.59], [-0.99, -2.97, 3.47], [-0.32, -4.15, 3.12], [0.34, -4.23, 1.89], [0.37, -3.13, 1.04], [-2.22, -1.65, -5.02], [1.11, -1.74, -3.59], [-1.84, 2.67, -3.74], [2.30, 3.42, -2.85], [0.22, 3.98, -4.16], [-3.27, 0.48, 0.75], [-2.83, -1.90, -0.85], [3.46, 1.46, -1.54], [2.71, 2.21, -0.13], [-2.85, 0.19, -2.61], [-3.20, 1.62, -1.63], [3.40, -0.23, 1.25], [3.13, -1.28, -1.32], [-1.52, -0.95, 2.82], [-1.52, -2.85, 4.43], [-0.32, -4.99, 3.83], [0.84, -5.17, 1.61], [0.89, -3.24, 0.08], [0.11, -1.66, -3.58], [1.22, -2.65, -3.94], [-1.35, -1.44, -4.64], [-2.49, -0.73, -5.32], [1.13, -1.02, 0.20], [-4.19, 0.58, 0.17], [-3.44, -0.08, 1.68], [-2.90, 1.48, 1.02], [-3.93, -1.78, -0.89], [-2.48, -2.22, -1.85], [-2.59, -2.69, -0.11], [4.18, -0.97, -1.46], [3.08, -2.31, -0.94], [2.60, -1.26, -2.29], [4.42, -0.02, 0.87], [3.10, 0.51, 2.00], [3.35, -1.24, 1.66], [1.30, -0.08, 3.43], [0.75, 1.14, 3.17], [0.06, 1.49, 2.02], [-0.52, 2.71, 1.70], [-1.17, 2.98, 0.52], [-0.39, 3.69, 2.64], [-0.92, 4.90, 2.39], [0.30, 3.38, 3.82], [0.42, 4.36, 4.74], [0.87, 2.14, 4.11], [1.52, 1.87, 5.26]]
}

=====

Record 2
{
  "formula": "C5H9NOS",
  "method": "ωB97M-V with the def2-TZVPD basis set",
  "spin_multiplicity": 1,
  "mol_weight_g_mol": 131.20,
  "gap_ha": 0.3142,
  "lumo_energy_ev": 0.708,
  "e_homo_ha": -0.288,
  "species": ["C", "C", "C", "C", "C", "N", "O", "S", "H", "H", "H", "H", "H", "H", "H", "H", "H"],
  "coordinates": [[0.63, -2.05, -0.57], [-0.43, -0.79, 0.97], [0.15, 0.44, 0.35], [1.46, 0.07, -0.47], [-0.84, 1.14, -0.59], [1.42, -1.22, -1.04], [-1.77, -1.07, 0.95], [2.96, 0.20, 0.58], [0.48, -3.07, -0.84], [0.01, -1.14, 1.90], [0.49, 1.13, 1.12], [1.63, 0.81, -1.25], [-1.11, 0.50, -1.42], [-0.38, 2.04, -1.00], [-1.73, 1.44, -0.05], [-2.16, -0.70, 0.14], [2.60, -0.77, 1.43]]
}

=====

Record 3
{
  "formula": "C16H24Cl28IN3O2P2",
  "method": "ωB97M-V with the def2-TZVPD basis set",
  "spin_multiplicity": 1,
  "mol_weight_g_mol": 1471.92,
  "smiles": "CCN[C@@H](O[C@@H](C)CCCI)[C@@H](N[PH2]=N)[PH2]=O.ClC(Cl)(Cl)Cl.ClC(Cl)(Cl)Cl.ClC(Cl)(Cl)Cl.ClC(Cl)(Cl)Cl.ClC(Cl)(Cl)Cl.ClC(Cl)(Cl)Cl.ClC(Cl)(Cl)Cl",
  "gap_ha": 0.3283,
  "lumo_energy_ev": -0.007,
  "e_homo_ha": -0.329,
  "species": ["C", "C", "N", "C", "O", "C", "C", "C", "C", "C", "I", "C", "N", "P", "N", "P", "O", "H", "H", "H", "H", "H", "H", "H", "H", "H", "H", "H", "H", "H", "H", "H", "H", "H", "H", "H", "H", "H", "H", "H", "H", "Cl", "C", "Cl", "Cl", "Cl", "Cl", "C", "Cl", "Cl", "Cl", "Cl", "C", "Cl", "Cl", "Cl", "Cl", "C", "Cl", "Cl", "Cl", "Cl", "C", "Cl", "Cl", "Cl", "Cl", "C", "Cl", "Cl", "Cl", "Cl", "C", "Cl", "Cl", "Cl"],
  "coordinates": [[6.05, 1.13, 0.26], [4.47, 1.13, 0.33], [4.05, 2.54, 0.48], [2.74, 2.82, -0.09], [1.78, 1.82, 0.14], [1.05, 1.46, -1.04], [1.85, 0.54, -2.03], [-0.37, 0.85, -0.74], [-0.47, 0.04, 0.60], [-0.57, 0.96, 1.89], [-2.35, 0.58, 3.06], [2.31, 4.23, 0.50], [3.50, 5.13, 0.31], [3.14, 6.83, 0.27], [2.39, 7.37, 1.57], [0.69, 4.83, -0.22], [-0.46, 3.84, -0.07], [6.53, 0.89, 1.23], [6.43, 2.12, -0.07], [6.42, 0.39, -0.49], [4.13, 0.65, -0.60], [4.15, 0.58, 1.24], [4.10, 2.80, 1.45], [2.88, 2.99, -1.18], [0.85, 2.41, -1.60], [2.82, 1.05, -2.26], [2.07, -0.42, -1.51], [1.30, 0.36, -2.97], [-0.60, 0.15, -1.58], [-1.18, 1.60, -0.75], [-1.43, -0.54, 0.57], [0.33, -0.73, 0.70], [-0.48, 2.00, 1.52], [0.34, 0.74, 2.48], [2.20, 4.10, 1.60], [3.85, 4.89, -0.63], [4.40, 7.49, 0.11], [2.44, 7.11, -0.95], [2.22, 6.59, 2.19], [0.96, 5.21, -1.57], [0.29, 6.03, 0.44], [1.28, -2.55, -0.66], [-0.18, -3.22, -1.41], [-0.08, -4.99, -1.43], [-1.59, -2.72, -0.46], [-0.33, -2.61, -3.06], [-2.33, -4.52, -5.41], [-2.24, -3.34, -6.72], [-0.95, -3.80, -7.85], [-3.79, -3.29, -7.58], [-1.89, -1.73, -6.05], [0.99, 0.50, 5.45], [-0.09, -0.06, 6.74], [-1.29, 1.20, 7.10], [-0.93, -1.53, 6.22], [0.87, -0.38, 8.21], [-3.58, -5.20, -2.58], [-4.69, -5.71, -1.29], [-5.85, -4.41, -0.97], [-5.56, -7.16, -1.81], [-3.76, -6.06, 0.18], [-0.74, -5.51, 8.96], [0.91, -4.86, 8.95], [1.63, -5.07, 10.55], [1.87, -5.73, 7.74], [0.86, -3.13, 8.54], [-5.72, 3.21, -1.22], [-4.97, 3.35, 0.38], [-5.32, 1.90, 1.33], [-3.22, 3.55, 0.19], [-5.62, 4.77, 1.22], [-5.32, -6.83, -5.46], [-5.70, -7.09, -7.17], [-5.89, -8.83, -7.47], [-7.20, -6.25, -7.58], [-4.37, -6.46, -8.17]]
}

=====

Record 4
{
  "formula": "C37H39AsN3OOsPSe",
  "method": "ωB97M-V with the def2-TZVPD basis set",
  "charge": 4,
  "spin_multiplicity": 5,
  "mol_weight_g_mol": 916.83,
  "gap_ha": [0.2210, 0.1881],
  "lumo_energy_ev": [-11.956, -12.884],
  "e_homo_ha": [-0.660, -0.662],
  "species": ["Os", "O", "C", "C", "C", "C", "C", "C", "N", "H", "H", "H", "H", "H", "H", "H", "C", "N", "C", "C", "N", "C", "C", "Se", "H", "H", "H", "H", "H", "H", "H", "H", "C", "C", "As", "C", "C", "C", "C", "C", "C", "C", "C", "C", "C", "C", "C", "P", "C", "C", "C", "C", "C", "C", "C", "C", "C", "C", "C", "C", "H", "H", "H", "H", "H", "H", "H", "H", "H", "H", "H", "H", "H", "H", "H", "H", "H", "H", "H", "H", "H", "H", "H", "H"],
  "coordinates": [[2.59, 0.56, 0.73], [4.74, -0.10, 0.16], [5.55, -0.27, 1.32], [4.70, -0.52, 2.54], [5.32, -0.88, 3.73], [4.57, -1.15, 4.85], [3.18, -1.09, 4.75], [2.63, -0.72, 3.54], [3.36, -0.41, 2.45], [5.24, -0.35, -0.63], [6.16, 0.64, 1.48], [6.24, -1.11, 1.18], [6.40, -0.93, 3.77], [5.05, -1.40, 5.79], [2.54, -1.32, 5.58], [1.56, -0.67, 3.43], [0.38, 4.40, -0.26], [1.71, 4.88, -0.03], [2.05, 6.15, 0.31], [3.42, 6.22, 0.31], [3.89, 4.99, -0.04], [5.28, 4.68, -0.26], [2.84, 4.16, -0.21], [2.94, 2.36, -0.79], [-0.30, 5.25, -0.34], [0.04, 3.75, 0.55], [0.34, 3.85, -1.20], [1.32, 6.91, 0.52], [4.07, 7.05, 0.51], [5.85, 5.61, -0.35], [5.39, 4.12, -1.19], [5.70, 4.10, 0.57], [-0.94, 0.44, -0.57], [-2.17, -0.46, -0.54], [-3.66, 0.14, -1.78], [-2.96, -0.27, -3.59], [-2.83, 0.73, -4.54], [-2.43, 0.40, -5.83], [-2.16, -0.92, -6.15], [-2.28, -1.91, -5.19], [-2.68, -1.60, -3.90], [-5.05, -1.19, -1.53], [-5.98, -1.34, -2.58], [-6.96, -2.31, -2.49], [-7.08, -3.07, -1.34], [-6.17, -2.93, -0.30], [-5.18, -1.96, -0.38], [0.39, -0.25, 0.56], [0.49, -1.96, -0.06], [0.69, -3.02, 0.83], [0.71, -4.33, 0.36], [0.56, -4.58, -1.00], [0.42, -3.53, -1.89], [0.40, -2.22, -1.43], [-0.42, -0.11, 2.19], [-0.09, 1.04, 2.92], [-0.69, 1.29, 4.14], [-1.62, 0.38, 4.64], [-1.94, -0.76, 3.93], [-1.34, -1.01, 2.70], [-1.20, 1.44, -0.20], [-0.53, 0.55, -1.58], [-2.59, -0.48, 0.47], [-1.92, -1.48, -0.84], [-3.06, 1.76, -4.29], [-2.34, 1.18, -6.57], [-1.88, -1.18, -7.17], [-2.07, -2.94, -5.44], [-2.79, -2.38, -3.16], [-5.92, -0.70, -3.45], [-7.64, -2.46, -3.32], [-7.93, -3.74, -1.22], [-6.23, -3.56, 0.57], [-4.51, -1.82, 0.46], [0.80, -2.83, 1.89], [0.86, -5.14, 1.05], [0.59, -5.60, -1.36], [0.35, -3.72, -2.96], [0.30, -1.42, -2.15], [0.68, 1.71, 2.53], [-0.43, 2.17, 4.71], [-2.09, 0.57, 5.60], [-2.65, -1.46, 4.32], [-1.58, -1.92, 2.16]]
}

=====

Record 5
{
  "formula": "C4H8O2",
  "method": "ωB97M-V with the def2-TZVPD basis set",
  "spin_multiplicity": 1,
  "mol_weight_g_mol": 88.11,
  "smiles": "O[C@@H]1CC[C@@H]1O",
  "gap_ha": 0.3935,
  "lumo_energy_ev": 0.861,
  "e_homo_ha": -0.362,
  "species": ["O", "C", "C", "C", "C", "O", "H", "H", "H", "H", "H", "H", "H", "H"],
  "coordinates": [[2.10, -0.12, 0.41], [0.98, 0.01, -0.40], [0.05, 1.23, -0.18], [-1.15, 0.29, -0.42], [-0.24, -0.92, -0.12], [-0.21, -1.25, 1.25], [1.79, -0.07, 1.32], [1.31, -0.09, -1.44], [0.19, 2.10, -0.82], [0.11, 1.54, 0.86], [-1.50, 0.31, -1.45], [-2.02, 0.41, 0.25], [-0.35, -1.81, -0.74], [-1.06, -1.63, 1.48]]
}